1.
16
Properties=species:S:1:pos:R:3 method="wB97M-V/def2-TZVPD" orbital_gap_ev=9.17 homo_energy_ev=-9.1
C -0.941 -0.009 1.002
C -1.199 -1.313 1.843
C -0.098 -1.181 0.551
C 0.446 0.516 -0.680
H 0.684 2.835 0.576
H -1.849 0.051 0.458
H -0.567 -1.722 2.729
H -2.267 -1.600 1.663
H 0.866 -1.184 1.019
H 1.748 -1.906 -0.635
H 1.240 0.831 -2.292
N 0.004 0.966 0.642
N 0.095 -0.822 -0.858
N 1.035 1.325 -1.462
O -0.608 2.220 0.464
O 0.978 -1.679 -1.472

2.
16
Properties=species:S:1:pos:R:3 method="wB97M-V/def2-TZVPD" orbital_gap_ev="8.07 / 8.07" homo_energy_ev="-8.0 / -8.0"
C -0.244 0.420 1.196
C 0.038 -0.584 -0.560
C -1.044 0.294 -0.418
N 0.593 1.455 1.329
N -2.280 -0.216 -0.372
C 1.369 -0.242 -1.078
O -0.142 -1.966 -0.560
N 1.882 0.924 -1.079
O -0.777 -0.228 2.070
H -0.666 -2.187 0.227
H 1.113 1.745 0.499
H 0.974 1.626 2.247
H -2.501 -1.179 -0.593
H -3.005 0.338 0.057
H 2.810 0.927 -1.495
H 1.879 -1.127 -1.470

Least stable = 1